ORCA calculation (wB97M-V/def2-TZVPD) on C26H28ClF5N2O2Y as an isolated structure at a distorted geometry.

Geometry as XYZ:
```
65
Properties=species:S:1:pos:R:3:forces:R:3:mulliken_charge:R:1
Y 0.013 -0.016 -0.147 -0.03 1.01 1.14 -0.884
Cl -1.455 -0.266 2.009 -0.16 0.11 0.25 -0.539
N 1.550 -1.222 1.260 0.59 -2.50 -0.59 0.774
N -1.561 1.783 -0.593 -1.88 -0.38 -1.40 0.807
C 1.907 -2.351 0.674 -1.30 2.49 0.51 0.528
C -2.507 1.395 -1.429 2.37 0.11 1.73 0.591
C 2.244 -1.169 2.576 -0.11 0.20 -0.59 1.137
C 3.375 -2.183 2.373 0.21 -0.26 -0.78 -0.854
C 1.315 -1.628 3.684 -0.33 -0.11 0.20 -1.356
C 2.716 0.251 2.832 0.36 -0.06 0.06 -1.598
H 1.096 -2.700 3.585 -0.05 0.20 0.02 0.343
H 0.372 -1.069 3.645 0.23 -0.16 0.03 0.118
H 1.810 -1.460 4.650 -0.12 -0.08 -0.10 0.453
H 3.351 0.584 2.005 -0.11 0.08 0.13 0.290
H 3.296 0.269 3.761 -0.04 0.16 -0.05 0.483
H 1.858 0.928 2.930 0.16 -0.19 -0.05 0.168
C -1.944 3.120 -0.048 0.39 -0.44 -0.20 1.226
C -3.266 3.415 -0.766 -0.40 -0.42 -0.63 -0.867
C -0.862 4.136 -0.384 0.01 0.16 -0.20 -1.675
C -2.160 3.061 1.451 -0.15 -0.01 0.32 -1.693
H -2.930 2.322 1.698 0.23 0.06 0.05 0.398
H -2.494 4.051 1.790 0.04 -0.11 0.01 0.470
H -1.238 2.800 1.982 -0.20 -0.04 -0.14 0.176
H -0.733 4.205 -1.470 0.10 -0.01 0.19 0.386
H 0.094 3.853 0.075 -0.20 -0.02 -0.14 0.236
H -1.160 5.120 0.002 0.09 -0.10 -0.07 0.459
O -3.513 2.222 -1.609 -0.79 1.05 0.07 -0.439
H -3.223 4.287 -1.434 0.00 -0.31 0.15 0.323
H -4.126 3.509 -0.088 0.28 -0.06 -0.21 0.352
O 2.912 -3.006 1.207 0.73 -0.23 1.11 -0.443
H 3.543 -2.873 3.210 -0.13 0.22 -0.29 0.312
H 4.318 -1.699 2.078 -0.24 -0.24 -0.05 0.373
C 1.199 -2.858 -0.576 0.39 0.12 0.71 -1.754
C -2.471 0.076 -2.184 -0.28 0.55 0.21 -2.074
C -2.200 -1.124 -1.323 -0.11 -2.74 1.34 0.157
H -1.663 0.189 -2.923 -0.09 -0.19 0.17 0.220
H -3.407 -0.041 -2.720 -0.29 0.16 -0.15 0.514
C -0.936 -1.644 -1.164 3.68 3.49 -3.64 1.785
C -0.298 -2.651 -0.508 -2.83 -1.27 0.28 -0.462
H 1.399 1.128 -0.951 0.84 1.69 -0.13 -0.323
C -1.261 -3.429 0.145 0.81 -0.47 0.04 1.699
C -2.639 -3.088 0.077 -0.04 0.20 -0.10 -1.816
C -0.760 -4.599 0.897 0.05 -1.06 0.94 -1.675
C -3.096 -1.951 -0.626 -0.35 0.42 -0.32 1.701
H -3.372 -3.733 0.599 0.49 0.50 -0.32 0.169
C -4.513 -1.536 -0.677 -1.53 0.13 0.30 -1.774
H -5.166 -2.277 -0.193 -0.01 0.28 -0.11 0.428
H -4.867 -1.387 -1.720 0.21 -0.21 0.51 0.300
H -4.664 -0.551 -0.175 0.15 -0.65 -0.17 0.224
H -0.003 -5.175 0.323 -0.43 0.24 0.19 0.286
H -1.582 -5.278 1.163 0.28 0.02 0.08 0.466
H -0.246 -4.287 1.835 -0.37 -0.14 -0.43 0.139
H 1.434 -3.908 -0.716 0.23 -0.22 0.02 0.571
H 1.633 -2.292 -1.420 -0.33 -0.16 0.10 0.091
F 0.316 2.163 -2.970 0.56 0.21 -0.71 -0.131
C 1.683 2.142 -2.789 0.05 -0.23 0.91 -0.058
C 2.140 1.298 -1.817 -3.63 -3.55 3.96 1.209
C 3.386 0.913 -1.385 1.48 1.64 -1.16 -0.441
F 3.684 0.029 -0.364 -0.56 0.45 -1.02 -0.101
C 4.340 1.541 -2.124 -0.39 -0.25 0.37 0.369
F 5.621 1.293 -1.896 1.53 -0.21 -0.30 -0.313
C 3.962 2.369 -3.201 0.05 -0.28 -1.07 -0.239
F 4.894 2.905 -3.999 1.50 0.99 -0.19 -0.311
C 2.656 2.678 -3.545 -1.77 0.09 0.13 0.351
F 2.203 3.416 -4.579 1.16 0.33 -0.87 -0.260
```
Positions in Å, forces in eV/Å.

Computed properties:
- gap between HOMO and LUMO (spin up / spin down) (eV) = 3.08 / 3.47
- charge = -1
- HOMO level (spin up / spin down) (Eh) = -0.0170 / -0.0316



ORCA calculation (wB97M-V/def2-TZVPD) on a single C2H4N2O molecule at a distorted geometry.

Geometry as XYZ:
```
9
Properties=species:S:1:pos:R:3:forces:R:3:mulliken_charge:R:1
C -0.988 0.391 0.108 -0.32 -0.38 -0.72 -0.061
N -0.650 -0.419 -0.801 -0.42 0.63 -0.45 -0.448
C 0.721 -0.761 -0.582 -0.50 -0.47 0.03 -0.095
O 1.224 0.048 0.510 -1.69 1.62 0.88 -0.295
N -0.106 0.663 1.121 0.62 -0.89 -0.75 -0.201
H -1.944 0.897 0.051 -0.14 -0.07 0.49 0.351
H 0.699 -1.820 -0.305 0.56 -0.01 0.26 0.231
H 1.272 -0.651 -1.540 0.14 0.32 0.79 0.236
H -0.228 1.652 1.437 1.75 -0.74 -0.54 0.282
```
Positions in Å, forces in eV/Å.

Computed properties:
- gap between HOMO and LUMO (eV) = 9.92
- SMILES = C1=NCON1
- HOMO level (Eh) = -0.3336



ORCA calculation (wB97M-V/def2-TZVPD) on a single C4H13N4OP molecule at a distorted geometry.

Geometry as XYZ:
```
23
Properties=species:S:1:pos:R:3:forces:R:3:mulliken_charge:R:1
H 4.394 1.623 0.528 -0.18 1.30 0.50 0.259
N 3.756 1.248 -0.167 1.07 -0.96 -1.54 -0.771
N 2.561 1.397 0.109 -0.58 0.95 1.60 0.190
P 1.499 0.399 -0.699 -0.61 -1.53 -0.12 0.085
N 2.507 -1.307 -0.034 -1.91 2.58 -0.21 -0.290
N 3.538 -1.012 0.758 2.88 1.45 3.43 -0.595
O 0.265 0.584 0.373 1.06 -0.58 0.04 -0.143
C -1.131 0.310 0.085 0.42 0.30 -1.42 1.551
C -1.847 0.728 1.372 4.24 -0.33 0.01 -1.706
C -1.525 1.212 -1.076 2.00 1.16 1.70 -1.729
C -1.396 -1.184 -0.322 1.48 2.00 7.06 -1.827
H 2.885 -1.599 -0.920 0.25 -0.35 -0.38 0.288
H 3.314 -0.535 1.711 -0.59 -1.69 -2.05 0.305
H 4.292 -0.281 0.471 -1.33 -1.62 -0.77 0.360
H -1.875 1.785 1.518 -0.33 0.61 -0.08 0.377
H -2.688 0.214 1.526 -4.02 -1.40 0.08 0.486
H -1.238 0.301 2.182 0.22 0.35 -0.06 0.416
H -0.774 1.578 -1.736 1.34 -0.95 -0.83 0.446
H -1.757 2.184 -0.744 -1.40 1.06 0.89 0.432
H -2.238 0.743 -1.601 -2.94 -1.10 -2.06 0.443
H -1.201 -1.725 0.699 0.29 0.30 -2.11 0.313
H -2.390 -1.325 -0.400 -3.50 -0.27 -0.88 0.599
H -0.871 -1.524 -1.103 2.12 -1.26 -2.78 0.512
```
Positions in Å, forces in eV/Å.

Computed properties:
- gap between HOMO and LUMO (spin up / spin down) (eV) = 8.32 / 8.32
- SMILES = [H]/N=N/P(NN)OC(C)(C)C
- HOMO level (spin up / spin down) (Eh) = -0.2973 / -0.2973



ORCA calculation (wB97M-V/def2-TZVPD) on CdI as an isolated structure at a distorted geometry.

Geometry as XYZ:
```
2
Properties=species:S:1:pos:R:3:forces:R:3:mulliken_charge:R:1
Cd -0.617 -0.983 -0.803 0.79 1.26 1.03 0.903
I 0.617 0.983 0.803 -0.79 -1.26 -1.03 0.097
```
Positions in Å, forces in eV/Å.

Computed properties:
- gap between HOMO and LUMO (eV) = 6.15
- charge = +1
- HOMO level (Eh) = -0.5392